1.
# C5H8O2

An isolated molecule of C5H8O2 (wB97M-V/def2-TZVPD, the Open Molecules 2025 dataset).

Structure (XYZ):
```
15
Properties=species:S:1:pos:R:3:forces:R:3
C 1.9633 -0.3656 0.5270 0.015 0.014 -0.071
C 0.9383 0.6994 0.2376 0.097 -0.144 0.293
O 0.5625 0.9730 -1.1172 0.048 0.096 -0.253
C -0.3692 0.3321 -0.2841 -0.093 -0.105 0.140
C -1.7852 0.7730 0.0529 0.005 0.354 0.048
O -2.2744 -0.5435 -0.2561 -0.181 -0.071 0.006
C -0.9719 -1.0140 -0.6390 0.258 -0.221 -0.090
H 1.7859 -0.7551 1.5366 0.067 0.048 -0.135
H 1.8687 -1.1947 -0.1806 0.009 0.123 0.072
H 2.9877 0.0146 0.4853 -0.137 0.006 -0.039
H 1.0195 1.6148 0.8234 -0.079 -0.146 0.085
H -1.9612 1.0303 1.1054 0.042 -0.003 -0.175
H -2.2101 1.5456 -0.5971 0.060 -0.089 0.022
H -0.8994 -1.2325 -1.7120 -0.070 -0.013 0.141
H -0.6555 -1.8897 -0.0581 -0.042 0.150 -0.044
```
Forces are in eV/Å.

## Properties
* largest force on an atom: 0.0070 Eh/bohr
* SMILES string: C[C@H]1OC12COC2
* total charge: 0
* orbital gap: 10.82 eV



2.
# C27H54O25Zr

A structure of composition C27H54O25Zr (wB97M-V/def2-TZVPD, the Open Molecules 2025 dataset).

Structure (XYZ):
```
107
Properties=species:S:1:pos:R:3:forces:R:3
Zr 0.1254 0.2352 1.3670 0.383 -0.119 0.384
C 2.8682 2.0396 2.9257 -2.223 -1.045 -0.584
O 1.6827 1.3592 2.5010 -0.878 -0.638 -1.218
H 3.6420 1.2957 3.1152 0.314 0.238 0.271
H 3.2203 2.7822 2.2097 0.134 0.008 -0.369
H 2.5796 2.5898 3.8213 0.501 0.044 0.443
C 1.3897 -2.7814 2.8917 -0.628 1.283 0.286
O 0.6959 -1.7029 2.3637 -0.791 2.250 -1.474
H 2.0151 -2.4593 3.7243 0.367 0.103 0.293
H 0.6604 -3.4611 3.3325 0.060 -0.630 -0.143
H 2.0590 -3.2781 2.1893 -0.070 -0.352 -0.380
C 0.6256 2.1492 -1.6313 -0.717 0.326 1.071
O 0.2578 1.5174 -0.4494 0.137 -1.472 1.715
H 0.2105 3.1570 -1.6181 -0.323 0.450 -0.122
H 1.6845 2.3594 -1.7818 0.503 -0.637 0.079
H 0.1927 1.6825 -2.5161 0.170 -0.361 -0.299
C -3.2304 -0.7508 0.8207 1.510 -1.928 -0.341
O -2.0471 -0.2129 1.2678 2.409 1.313 0.465
H -4.1040 -0.6638 1.4668 -0.264 1.011 -0.119
H -3.3709 -0.6317 -0.2536 -0.726 1.000 -0.130
H -3.1081 -1.8339 0.8112 0.004 -0.852 0.216
C 3.3314 -3.6872 -1.0539 -0.969 -0.391 0.736
C 4.3454 -4.7259 -0.5646 -2.289 0.294 -0.527
C 4.6738 -5.7941 -1.5623 -1.586 -0.290 -0.856
O 6.0290 -5.7026 -1.6686 3.008 -1.065 -0.951
C 6.5512 -4.7585 -0.8913 3.512 1.525 0.238
O 7.7434 -4.4484 -0.7778 -3.539 -1.282 -0.489
O 5.5555 -4.1096 -0.2924 0.771 0.663 1.250
H 2.8044 -3.3723 -0.1532 -0.128 0.594 -0.119
H 2.5629 -4.1452 -1.6765 -0.019 -0.334 -0.014
H 3.6520 -2.8123 -1.6195 0.698 -0.221 0.203
H 3.9196 -5.2613 0.2840 0.219 0.565 0.608
H 4.1975 -5.5856 -2.5203 0.138 -0.023 -0.236
H 4.3712 -6.8001 -1.2717 0.104 0.006 0.191
C -2.5325 4.3490 -1.6774 -0.284 1.228 0.442
C -3.4469 5.3530 -0.8932 0.067 -2.074 0.046
C -4.3580 6.2061 -1.6910 0.231 1.900 -2.148
O -5.6907 5.9240 -1.3355 -0.228 -0.151 0.956
C -5.6766 4.9501 -0.3870 -4.085 -1.059 0.988
O -6.7252 4.4956 0.1393 4.244 1.606 -1.824
O -4.4332 4.5566 -0.1781 0.356 -0.851 0.953
H -2.9946 4.0249 -2.6099 -0.479 -0.299 0.320
H -2.2743 3.5267 -1.0101 0.008 -0.103 -0.194
H -1.6170 4.8199 -2.0355 0.149 0.228 0.400
H -2.9435 5.9405 -0.1254 0.365 -0.254 -0.125
H -4.3070 6.1013 -2.7748 0.271 -0.527 -0.074
H -4.0774 7.2501 -1.5512 -0.577 0.253 0.372
C 4.5846 -1.3819 1.7611 -0.201 1.206 2.288
O 4.7620 -0.9397 0.4327 -1.556 0.291 -1.529
C 3.5894 -0.4279 -0.1623 -0.995 -2.317 2.000
O 2.4555 -0.4181 0.3343 3.356 0.252 -0.833
O 3.7707 -0.2122 -1.4389 -1.324 0.087 0.033
C 4.9649 0.0449 -2.1172 0.652 1.517 -0.423
H 4.0675 -2.3051 2.0228 -0.731 0.061 -1.200
H 4.1153 -0.5175 2.2308 -0.479 -0.552 0.590
H 5.4906 -1.5374 2.3468 0.810 0.417 -1.011
H 5.6598 0.6334 -1.5181 0.208 -0.540 0.262
H 4.6215 0.7652 -2.8597 0.303 -0.286 -0.493
H 5.4245 -0.8223 -2.5915 -0.121 -0.087 0.344
C -0.7451 -4.7329 -1.1512 -0.142 -0.549 -0.481
O -0.5148 -3.5431 -0.3942 0.744 1.222 -0.421
C -0.0878 -2.4399 -1.0281 1.343 2.962 1.355
O 0.0589 -1.3138 -0.4511 -0.820 -3.787 -2.098
O 0.2748 -2.6515 -2.3010 -0.130 -0.803 0.272
C 0.9066 -1.6261 -3.1034 0.259 1.082 1.369
H 0.0633 -5.0973 -1.7851 0.361 0.841 -0.142
H -1.6144 -4.5311 -1.7771 -0.075 -0.531 0.092
H -0.8434 -5.5716 -0.4619 -0.671 0.489 0.328
H 0.2164 -0.7825 -3.1064 0.237 -0.153 -0.605
H 1.2758 -1.9795 -4.0661 -1.027 -0.509 0.049
H 1.8147 -1.2638 -2.6215 -0.089 -0.050 0.516
C -2.4733 -1.6897 4.2911 -0.404 -0.074 -1.800
O -1.9527 -0.7440 5.2223 -0.882 -1.630 0.881
C -1.1378 0.2070 4.8676 -0.398 0.317 -0.406
O -0.7375 0.3980 3.7451 0.435 0.470 0.674
O -0.9586 0.9403 5.9880 -0.731 -1.816 -0.415
C -0.1556 2.0529 5.9552 1.503 1.138 -0.359
H -1.7782 -2.0166 3.5177 0.618 0.211 0.334
H -3.2738 -1.2499 3.6963 -0.091 0.427 0.204
H -2.9171 -2.5790 4.7386 0.434 0.388 0.846
H 0.4179 2.0562 5.0282 -0.283 0.533 -0.352
H 0.6137 2.0039 6.7258 -0.244 -0.177 0.351
H -0.7839 2.9242 6.1395 0.232 0.199 -0.335
C 0.4826 4.7850 1.9811 0.479 -0.588 0.853
O -0.8812 4.5876 2.4062 0.579 0.906 -0.204
C -1.4906 3.4349 2.3048 0.387 -2.975 -1.021
O -1.0057 2.3507 1.9106 -1.268 2.943 1.069
O -2.7589 3.6614 2.6598 -0.249 -0.158 0.672
C -3.6926 2.5765 2.7310 -0.488 -1.263 -0.903
H 0.7074 4.3155 1.0234 -0.272 0.199 -0.051
H 1.1604 4.3607 2.7218 -0.134 -0.457 -0.009
H 0.6925 5.8516 2.0608 -0.494 -0.010 -0.575
H -4.7407 2.8548 2.8412 0.333 1.302 -0.249
H -3.6064 1.8832 3.5677 1.096 0.102 0.072
H -3.6403 2.0319 1.7883 0.169 -0.280 0.190
C -2.3584 0.4050 -3.2516 0.850 -0.741 -0.052
O -3.2609 -0.1051 -4.2308 -0.941 1.091 -0.301
C -3.0831 -1.2018 -4.9436 0.963 0.469 -0.283
O -2.2431 -2.0425 -4.7162 -0.809 0.004 -0.499
O -3.9312 -1.0961 -6.0113 0.423 -0.734 1.142
C -3.9917 -2.2023 -6.8966 0.608 -0.149 -1.479
H -2.4583 1.4892 -3.1987 -0.687 -0.247 0.204
H -1.3139 0.2787 -3.5365 -0.120 -0.382 -0.287
H -2.5100 -0.1286 -2.3133 -0.047 0.425 0.131
H -4.5778 -1.8902 -7.7610 -0.668 0.069 0.505
H -4.3358 -3.1559 -6.4963 -0.169 0.353 0.397
H -3.0466 -2.3817 -7.4091 0.528 -0.058 0.606
```
Forces are in eV/Å.

## Properties
* largest force on an atom: 0.0951 Eh/bohr
* total charge: 0
* orbital gap: 8.15 eV



3.
# C6H12N

A cluster of 2 separate species, C6H12N in total (wB97M-V/def2-TZVPD, the Open Molecules 2025 dataset).

Structure (XYZ):
```
19
Properties=species:S:1:pos:R:3:forces:R:3
C 0.8258 2.1083 -0.5996 -0.146 -1.689 -0.277
C 2.0183 1.5677 -0.7646 -0.450 -0.776 0.071
C 0.9180 0.8627 -1.3106 0.753 1.723 2.213
C -2.0155 -0.6656 -0.8158 1.337 3.450 2.283
C 1.0189 -0.5691 1.4711 -1.723 -3.064 -0.356
C -1.2314 -0.6000 0.4916 1.233 -1.901 -2.306
N 0.2339 -0.7889 0.2109 0.412 1.390 0.263
H 0.2953 2.7900 0.0340 -0.480 0.403 -0.414
H 3.0242 1.5928 -0.3969 0.385 -0.064 -0.376
H 0.6222 0.2543 -2.1271 -0.376 -0.273 -0.383
H -1.7954 0.1362 -1.4814 0.533 0.076 -1.010
H -2.0114 -1.6198 -1.0903 0.521 -3.765 -2.265
H -2.9931 -0.5103 -0.5596 -2.810 0.552 0.727
H 2.0340 -0.7814 1.1467 0.340 0.331 0.881
H 0.7749 0.4241 1.7742 0.457 0.777 0.477
H 0.6235 -1.3290 2.3228 1.183 1.742 -1.870
H -1.5371 -1.5502 0.9410 -0.205 0.780 1.304
H -1.3168 0.3404 1.0059 -0.344 -0.008 0.642
H 0.5115 -1.6623 -0.2523 -0.619 0.314 0.397
```
Forces are in eV/Å.

## Properties
* largest force on an atom: 0.0860 Eh/bohr
* total charge: +1
* orbital gap: 9.63 eV



4.
# C6H10N3OS

A cluster of 2 separate species, C6H10N3OS in total (wB97M-V/def2-TZVPD, the Open Molecules 2025 dataset).

Structure (XYZ):
```
21
Properties=species:S:1:pos:R:3:forces:R:3
C -3.2001 -0.6530 -0.2384 -1.129 -0.712 -0.537
C -2.0613 -1.4913 -0.2139 1.000 3.807 0.697
C -0.8979 -0.7026 -0.0765 0.311 -1.439 -0.608
C -2.8943 0.6888 -0.1295 0.682 -1.435 0.175
C -0.4496 -2.8666 -0.1236 2.971 4.005 0.424
C 1.6322 -1.3649 -0.0914 -0.631 1.352 2.275
N 0.1824 -1.5663 -0.0684 -3.959 -4.200 -0.796
N -3.7918 1.6615 0.0665 -1.315 3.845 -0.373
N 2.1187 1.5962 -0.2362 1.281 1.122 0.292
O -1.7712 -2.7925 -0.1757 1.225 -0.346 -0.199
S -1.1489 0.9996 -0.0664 -0.637 -0.477 0.143
H -4.2186 -1.0101 -0.3950 0.285 0.175 0.325
H 0.2126 -3.6985 0.0244 -0.699 -0.733 -0.183
H 1.7719 -0.2645 0.1517 0.257 -1.087 -1.326
H 1.9549 -1.7900 0.8472 0.538 -0.669 0.071
H 2.1183 -1.8158 -0.9401 -0.022 0.255 -0.333
H -4.7449 1.5896 -0.3545 1.372 -0.211 0.606
H -3.5118 2.7030 0.1807 -0.394 -2.787 -0.361
H 2.5022 1.6187 -1.1956 0.071 0.001 0.824
H 2.7907 2.1214 0.4165 -1.549 -0.831 -1.504
H 1.2358 2.0912 -0.3277 0.343 0.364 0.388
```
Forces are in eV/Å.

## Properties
* largest force on an atom: 0.1133 Eh/bohr
* total charge: +1
* orbital gap: 7.78 eV



The following total energy values (in eV) correspond, in order, to the records above: -9407.33116, -81340.71590, -7895.43990, -23728.87096.
The following E_HOMO values (in eV) correspond, in order, to the records above: -9.858, -7.883, -13.681, -11.493.